# CHNO2P

An isolated ion of composition CHNO2P and charge -1 in a non-equilibrium geometry (ωB97M-V with the def2-TZVPD basis set, the OMol25 dataset).

```
! RIJCOSX wB97M-V def2-TZVPD def2/J DEFGRID3
* xyz -1 1
N 1.978 -0.664 -1.393
C 1.106 -0.323 -0.715
P 0.032 -0.403 0.720
O -1.266 -1.029 0.230
O -0.414 1.301 0.485
H -1.436 1.117 0.674
*
```

- Kohn-Sham gap (eV) = 8.38
- HOMO (eV) = -3.846
- structure (SMILES) = N#CP([O-])O
- relative energy (zero: lowest compared OMol25 entry of this formula, charge and spin) (eV) = 0.294

How is the electron density shared among the atoms? According to natural (NBO), the charges in e are: -0.4298 -0.0902 1.2637 -1.1736 -1.0418 0.4716